Entry 1:
C11H23N2O7P3 | the ωB97M-V functional and the def2-TZVPD basis

Its SMILES is CCP(CC)[C@H](C#N)[C@H](C#N)P(=O)(O)O.COP(=O)(OC)OC. The charge is 0.

Geometry as XYZ:
```
46
Properties=species:S:1:pos:R:3:forces:R:3:nbo_charge:R:1
C -2.086292 -1.312123 -4.148434 0.940 -0.150 1.106 -0.64
C -1.437146 0.224781 -4.027292 -1.136 -0.307 -0.539 -0.72
P 0.111556 0.049834 -2.923451 -1.259 -0.623 0.865 0.74
C 0.488698 1.626515 -1.914741 0.679 1.483 1.080 -0.74
C 0.356606 1.189120 -0.309678 -0.833 -0.939 -0.116 -0.64
C 1.635010 -0.602762 -3.879963 1.252 0.319 -1.585 -0.59
C 1.201012 -1.470291 -5.205030 -0.063 -4.125 -7.293 0.24
N 1.035691 -2.147681 -6.311402 1.383 6.310 10.360 -0.28
C 2.516561 -1.490829 -2.770060 0.248 1.686 -0.433 -0.65
C 4.131217 -1.295007 -2.972272 8.151 1.429 -0.227 0.25
N 5.412450 -1.060336 -3.046996 -11.987 -2.192 0.593 -0.27
P 1.937837 -3.315792 -2.646837 1.504 -5.248 5.278 2.18
O 2.664875 -3.976877 -1.372774 -2.625 3.123 -4.839 -1.04
O 2.354390 -4.303261 -4.020132 -0.090 3.946 1.522 -0.91
O 0.193711 -3.468374 -2.344256 3.205 1.354 -0.935 -0.94
H -1.741970 -1.852752 -3.141160 -0.905 1.016 -2.277 0.22
H -1.602022 -1.915982 -5.026205 -1.186 1.240 1.594 0.24
H -3.256664 -1.315048 -4.147493 2.331 0.156 -0.355 0.23
H -2.238251 0.829646 -3.381983 2.038 -0.965 -1.450 0.26
H -1.241142 0.717573 -5.076463 -0.613 -0.869 2.110 0.24
H 1.571405 2.058812 -2.053872 -2.033 -0.877 -0.052 0.24
H -0.255332 2.529258 -2.117485 1.511 -2.094 0.148 0.26
H 0.019649 0.044394 -0.274519 0.710 2.522 -0.006 0.22
H -0.518118 1.790543 0.219395 2.171 -1.164 -0.965 0.25
H 1.377655 1.240798 0.262260 -2.039 0.242 -1.102 0.22
H 2.332286 0.303136 -4.196945 -1.389 -2.080 0.152 0.29
H 2.243814 -0.994613 -1.719116 0.728 -1.344 -2.128 0.32
H 3.096838 -3.788551 -4.492510 -1.523 -1.146 0.740 0.51
H -0.068537 -2.909699 -1.553870 0.807 -0.704 -1.180 0.52
C -0.403577 3.774486 5.143088 0.201 0.756 0.294 -0.27
O -0.689838 2.868026 4.095316 2.494 -1.748 1.320 -0.66
P -0.881812 1.197945 4.503853 -9.496 0.308 -3.874 2.22
O -1.639594 0.959154 3.194734 1.849 0.254 0.264 -0.98
O -1.925851 1.582980 5.715367 1.600 -0.453 0.492 -0.83
C -3.262063 1.923490 5.397338 -0.463 0.553 0.039 -0.25
O -1.073842 -0.472079 4.912506 2.912 1.487 1.501 -0.63
C 0.139678 -1.193632 4.857082 0.460 -0.699 -0.005 -0.27
H 0.314821 4.513660 4.783357 -0.005 -0.068 0.036 0.19
H -1.327797 4.292694 5.424395 0.146 -0.140 0.077 0.19
H 0.012643 3.264525 6.014076 -0.127 0.297 0.030 0.18
H -3.374370 2.266743 4.370244 0.103 -0.131 -0.084 0.20
H -3.568779 2.735598 6.062085 0.051 -0.089 0.005 0.18
H -3.906656 1.064098 5.582039 0.057 -0.066 -0.099 0.19
H 0.858602 -0.766805 5.560899 0.150 -0.317 -0.012 0.17
H 0.546567 -1.162323 3.842654 0.119 -0.121 0.005 0.18
H -0.053917 -2.232985 5.134250 -0.029 0.178 -0.055 0.20
```
Forces are in eV/Å.

---

Entry 2:
C11H23N3O3S | the ωB97M-V functional and the def2-TZVPD basis

The relative energy (zero: lowest compared OMol25 entry of this formula, charge and spin) is 263.3 kJ/mol. Its SMILES is CSCC[C@H](NC(=O)[C@@H](N)CCCCN)C(=O)O. The charge is 0.

Geometry as XYZ:
```
41
Properties=species:S:1:pos:R:3:forces:R:3:nbo_charge:R:1
C 2.786745 -3.251179 -2.746995 -0.201 0.632 -2.259 -0.79
S 2.160473 -4.177348 -1.353600 -0.448 -1.729 -0.921 0.24
C 3.247291 -3.726964 -0.026894 0.435 2.692 -1.632 -0.55
C 2.978986 -2.265829 0.227005 1.085 2.871 -1.718 -0.40
C 1.515879 -1.921879 0.481118 -2.954 -1.080 0.928 -0.19
N 1.047225 -0.607123 -0.032582 1.881 -1.237 -0.072 -0.61
C -0.243676 -0.211077 -0.087632 -1.082 -1.763 0.415 0.68
O -1.163669 -0.928656 0.305207 0.575 0.369 -0.165 -0.63
C -0.481357 1.212318 -0.495841 1.551 0.853 -0.731 -0.14
N 0.651669 1.653867 -1.314479 0.147 2.342 0.256 -0.85
C -1.864425 1.547194 -1.036563 -0.333 -0.166 0.145 -0.44
C -2.339976 3.000943 -0.889496 -1.409 1.615 -0.879 -0.41
C -2.638507 3.376997 0.541714 1.539 -0.068 2.478 -0.41
C -3.715478 2.530150 1.340490 1.666 1.096 0.684 -0.23
N -4.018174 3.239171 2.690478 0.271 -0.757 -2.056 -0.81
C 1.297575 -2.031062 1.992983 -0.239 -2.631 -2.447 0.81
O 1.497869 -1.148885 2.713469 0.304 2.178 3.027 -0.56
O 0.981993 -3.356633 2.326601 1.315 0.450 2.055 -0.73
H 2.294157 -3.637148 -3.727281 0.735 0.402 1.901 0.25
H 2.679564 -2.150969 -2.797000 -0.773 -0.374 0.582 0.21
H 3.856036 -3.306177 -2.897235 0.463 -0.791 0.118 0.22
H 4.294800 -3.679977 -0.333843 0.032 -1.065 0.188 0.22
H 3.047704 -4.153525 0.907150 -0.204 -1.736 0.900 0.24
H 3.782559 -1.913679 0.925409 -1.289 0.099 0.149 0.23
H 3.234243 -1.637003 -0.708684 -0.166 -1.124 1.067 0.20
H 0.812335 -2.768040 0.119196 1.327 1.603 -0.091 0.26
H 1.764767 -0.057656 -0.492834 -0.462 0.263 0.294 0.42
H -0.243676 1.620268 0.495947 -0.761 0.743 -0.037 0.23
H 0.671877 1.160170 -2.180293 -0.146 -0.094 -0.842 0.36
H 0.588405 2.699792 -1.502844 0.116 -2.015 0.201 0.37
H -2.446198 0.925792 -0.381666 -0.995 -0.151 0.223 0.24
H -2.101996 1.151200 -2.044654 0.775 0.192 0.352 0.22
H -3.392643 3.160577 -1.321731 1.492 -0.679 -0.297 0.21
H -1.721875 3.875218 -1.371090 -0.696 -1.966 0.705 0.21
H -2.930690 4.472290 0.589167 0.316 -1.230 0.085 0.20
H -1.681823 3.225017 1.153983 -0.995 0.701 -0.617 0.18
H -3.417691 1.470501 1.522859 -0.046 0.938 -0.066 0.20
H -4.531668 2.526594 0.643837 -1.223 -0.100 0.361 0.18
H -3.132133 3.539491 3.120892 -0.288 -0.508 -0.356 0.35
H -4.405127 4.111843 2.354360 -0.339 0.294 0.359 0.34
H 1.278631 -3.568586 3.291372 -0.977 0.933 -2.289 0.50
```
Forces are in eV/Å.

---

Entry 3:
C11H23NO4 | the ωB97M-V functional and the def2-TZVPD basis

The relative energy (zero: lowest compared OMol25 entry of this formula, charge and spin) is 14.4 kJ/mol. Its SMILES is COCCCCCCCCCOC(=O)ON. The charge is 0.

Geometry as XYZ:
```
39
Properties=species:S:1:pos:R:3:forces:R:3:nbo_charge:R:1
C 1.629990 -3.179406 -0.013714 0.143 0.085 -0.170 -0.25
O 1.106181 -1.897553 0.263163 -0.082 0.031 0.114 -0.55
C 1.854602 -1.150617 1.209705 0.045 -0.278 0.025 -0.06
C 3.221061 -0.700940 0.724784 0.190 0.307 -0.028 -0.44
C 3.277201 0.393751 -0.379849 -0.260 -0.193 0.156 -0.40
C 1.954294 0.879190 -1.015379 0.220 0.335 -0.121 -0.42
C 1.391873 2.200652 -0.444943 -0.227 -0.283 -0.248 -0.39
C 0.343538 2.070377 0.664421 0.135 0.263 -0.117 -0.40
C -0.844284 1.183274 0.279275 -0.079 0.049 0.523 -0.41
C -2.099559 1.545825 1.081173 -0.021 -0.093 -0.021 -0.41
C -3.168797 0.471751 1.049755 -0.076 0.280 0.025 -0.06
O -3.472540 0.193634 -0.333802 0.087 -0.225 0.080 -0.52
C -4.317878 -0.812869 -0.531134 -0.211 -0.032 0.312 0.98
O -5.041491 -1.317439 0.285880 0.324 0.228 -0.293 -0.61
O -4.357801 -1.205810 -1.823064 -0.141 -0.137 -0.041 -0.40
N -3.146435 -0.973642 -2.544677 0.206 0.137 0.102 -0.50
H 2.257502 -3.545060 0.807147 -0.134 -0.049 0.016 0.17
H 0.791890 -3.858870 -0.170574 0.040 -0.003 0.044 0.19
H 2.241768 -3.170057 -0.924626 -0.016 0.012 0.070 0.17
H 1.230225 -0.301440 1.481898 0.031 0.014 -0.051 0.19
H 1.984255 -1.759570 2.117776 -0.001 0.043 -0.057 0.17
H 3.790510 -1.573664 0.389854 -0.122 -0.017 0.058 0.20
H 3.756170 -0.336578 1.609503 -0.043 -0.046 -0.049 0.21
H 3.916639 0.018173 -1.182243 0.004 0.073 0.068 0.20
H 3.780907 1.271469 0.035930 0.072 -0.061 -0.106 0.20
H 2.177363 1.076861 -2.069259 -0.044 -0.075 0.064 0.21
H 1.191583 0.100768 -1.012699 0.050 -0.032 0.028 0.23
H 2.226639 2.831814 -0.126804 -0.067 0.029 0.068 0.20
H 0.904659 2.733778 -1.270759 0.046 -0.011 0.065 0.20
H 0.815357 1.726275 1.591659 -0.142 -0.045 0.009 0.19
H -0.039579 3.075735 0.882017 0.087 -0.047 0.019 0.20
H -0.619658 0.133039 0.489709 0.053 -0.008 -0.286 0.21
H -1.049656 1.279216 -0.789122 0.003 -0.111 0.021 0.21
H -2.519949 2.494201 0.730803 0.044 -0.040 -0.002 0.20
H -1.836167 1.691068 2.135620 0.003 0.010 -0.056 0.21
H -2.823733 -0.448988 1.524984 -0.013 -0.001 -0.072 0.19
H -4.081515 0.800992 1.550291 0.040 -0.078 -0.005 0.20
H -3.324902 -0.156585 -3.120547 -0.062 -0.032 -0.062 0.34
H -3.100263 -1.782754 -3.152154 -0.079 -0.001 -0.084 0.35
```
Forces are in eV/Å.

---

Entry 4:
C11H23NSi | the ωB97M-V functional and the def2-TZVPD basis

The relative energy (zero: lowest compared OMol25 entry of this formula, charge and spin) is 0.0 kJ/mol. Its SMILES is CCC[Si](C)(C)C.C/C=C(\C)C#N. The charge is 0.

Geometry as XYZ:
```
36
Properties=species:S:1:pos:R:3:forces:R:3:nbo_charge:R:1
C -2.952120 -0.222448 0.906554 -1.590 -0.031 0.010 -0.60
C -2.302420 -1.473208 0.387981 1.583 -0.549 -1.046 -0.39
C -0.775358 -1.145371 0.399703 -0.120 -0.308 0.285 -0.92
Si 0.361202 -2.430388 -0.253240 0.804 -2.002 -2.260 1.62
C -0.395297 -3.279363 -1.944622 -1.561 2.013 2.297 -1.06
C 2.127113 -1.860634 -0.884902 -2.865 0.019 -1.018 -1.08
C 0.796057 -3.717847 1.054717 0.652 -0.813 -0.386 -1.14
H -2.881733 -0.222541 1.983699 -0.099 0.450 0.385 0.21
H -2.384176 0.611823 0.489657 -0.169 0.095 0.270 0.20
H -4.015416 -0.067557 0.584113 0.763 -0.354 0.448 0.20
H -2.428659 -2.489250 0.800036 -0.566 0.747 0.770 0.21
H -2.631945 -1.636425 -0.638663 0.239 0.136 -0.317 0.19
H -0.672498 -0.220142 -0.163405 0.323 0.129 -0.051 0.22
H -0.369941 -0.932754 1.423179 -0.761 -0.108 -0.763 0.27
H -0.642173 -2.395013 -2.555221 0.187 -0.213 -0.084 0.21
H 0.205105 -3.927580 -2.505038 1.192 -0.908 -0.635 0.22
H -1.381023 -3.769864 -1.788132 0.589 0.152 0.130 0.22
H 2.685993 -2.804951 -0.849467 0.336 0.722 -0.204 0.24
H 1.859441 -1.493518 -1.935354 0.909 -0.631 1.206 0.23
H 2.463245 -1.018563 -0.306985 0.718 0.056 0.294 0.23
H 1.483643 -4.503948 0.580887 -0.172 1.523 0.775 0.24
H 1.212221 -3.132245 1.911709 0.176 -0.850 -0.574 0.24
H 0.053756 -4.407486 1.437267 -0.763 0.375 0.219 0.24
C 1.836036 4.305774 -1.120186 -0.004 0.555 -1.428 -0.67
C 1.759139 3.106342 -0.202517 0.552 1.010 0.326 -0.10
C 0.756578 3.097804 0.669238 -0.311 0.484 -0.271 -0.17
C -0.368897 4.046876 0.816709 -2.533 0.522 -1.346 -0.64
C 0.541407 1.991856 1.473212 0.095 -3.126 1.890 0.28
N 0.321404 1.032644 2.086222 0.347 1.311 -0.191 -0.33
H 0.786810 4.532466 -1.467794 1.103 0.115 0.581 0.22
H 2.329773 4.114428 -2.104604 0.098 -0.065 0.999 0.23
H 2.314831 5.239125 -0.664232 -0.700 -1.341 -0.497 0.24
H 2.528359 2.325947 -0.068667 -0.412 0.521 -0.657 0.23
H -0.238184 4.931246 0.148238 -0.250 -0.511 1.008 0.23
H -1.331538 3.502310 0.440301 1.520 0.900 0.497 0.23
H -0.650736 4.312452 1.859604 0.692 -0.027 -0.663 0.25
```
Forces are in eV/Å.

---

| no. | electronic energy (eV) | Kohn-Sham gap (eV) |
| --- | --- | --- |
| 1 | -56949.5976 | 5.859 |
| 2 | -33226.7977 | 9.204 |
| 3 | -21458.2414 | 10.485 |
| 4 | -21146.2812 | 10.054 |